(1)
Below is a 2-piece molecular cluster, C5H17N2Si overall, with properties calculated with the ωB97M-V functional and the def2-TZVPD basis.

The value obtained for the largest force on an atom is 6.4 eV/A. For the energy, the calculation gives -599.44103 Eh. As for the charge: +1. The gap between HOMO and LUMO comes out at 9.33 eV. As for the multiplicity: 1.

Each line ends with the natural charge from an NBO analysis.
Atoms and positions in Å:
C1 0.52 -1.77 0.52  -1.147
C2 1.25 0.82 1.77  -1.080
C3 3.05 -0.28 -1.00  -1.135
C4 -2.86 -0.36 1.05  -0.497
C5 -2.87 -0.16 -0.27  -0.020
N1 0.40 1.08 -1.12  -1.027
N2 -2.61 0.87 -1.09  -0.832
Si1 1.48 -0.21 0.14  1.687
H1 1.15 -2.29 1.23  0.271
H2 -0.56 -1.63 0.73  0.289
H3 0.58 -2.45 -0.31  0.252
H4 0.39 1.28 2.10  0.256
H5 1.67 0.07 2.40  0.240
H6 2.10 1.69 1.72  0.240
H7 3.10 -1.26 -1.43  0.266
H8 3.04 0.52 -1.71  0.249
H9 4.11 -0.01 -0.65  0.300
H10 -2.74 0.35 1.85  0.206
H11 -3.02 -1.39 1.28  0.215
H12 -3.26 -1.00 -0.71  0.192
H13 0.71 2.01 -0.96  0.427
H14 0.90 0.72 -1.94  0.418
H15 -2.78 1.76 -0.67  0.382
H16 -0.57 0.82 -1.05  0.455
H17 -3.18 0.82 -1.88  0.392

(2)
Below is a 2-piece molecular cluster, C9H17N3 overall, with properties calculated with the ωB97M-V functional and the def2-TZVPD basis.

The value obtained for the largest force on an atom is 1.4 eV/A. For the energy, the calculation gives -517.26023 Eh. As for the charge: 0. The SMILES is [H]/N=C\N1C[C@@H]1C.C#CCCCN. The gap between HOMO and LUMO comes out at 10.02 eV. As for the multiplicity: 1.

Each line ends with the natural charge from an NBO analysis.
Atoms and positions in Å:
C1 1.54 1.51 1.31  -0.616
C2 1.83 0.57 0.18  -0.079
C3 3.13 0.69 -0.50  -0.249
C4 2.53 -1.58 -0.78  0.271
C5 -2.50 -0.78 1.09  -0.219
C6 -2.99 -0.75 -0.35  -0.388
C7 -2.03 -0.13 -1.39  -0.501
C8 -1.58 1.26 -1.14  -0.007
C9 -1.16 2.35 -0.88  -0.264
H1 1.04 2.39 0.90  0.224
H2 2.41 1.93 1.83  0.220
H3 0.82 1.02 1.97  0.211
H4 0.96 0.38 -0.46  0.209
H5 3.93 1.20 0.06  0.200
H6 3.23 0.67 -1.60  0.201
H7 3.30 -1.66 -1.55  0.157
H8 1.02 -2.24 0.11  0.345
H9 -0.79 -1.30 2.14  0.360
H10 -0.53 -0.53 0.78  0.346
H11 -2.60 0.25 1.50  0.166
H12 -3.16 -1.41 1.70  0.198
H13 -3.98 -0.24 -0.37  0.210
H14 -3.21 -1.78 -0.68  0.214
H15 -2.50 -0.17 -2.38  0.244
H16 -1.11 -0.75 -1.49  0.249
H17 -0.80 3.31 -0.59  0.235
N1 2.77 -0.55 0.14  -0.442
N2 1.54 -2.38 -0.78  -0.653
N3 -1.11 -1.26 1.18  -0.840

Q: Which value of gap between HOMO and LUMO does entry 1 give?
A: 9.33 eV

Q: Among the records above, which one has the highest energy?
A: C9H17N3

What did the second record say?
Below is a 2-piece molecular cluster, C9H17N3 overall, with properties calculated with the ωB97M-V functional and the def2-TZVPD basis.

The value obtained for the largest force on an atom is 1.4 eV/A. For the energy, the calculation gives -517.26023 Eh. As for the charge: 0. The SMILES is [H]/N=C\N1C[C@@H]1C.C#CCCCN. The gap between HOMO and LUMO comes out at 10.02 eV. As for the multiplicity: 1.

Each line ends with the natural charge from an NBO analysis.
Atoms and positions in Å:
C1 1.54 1.51 1.31  -0.616
C2 1.83 0.57 0.18  -0.079
C3 3.13 0.69 -0.50  -0.249
C4 2.53 -1.58 -0.78  0.271
C5 -2.50 -0.78 1.09  -0.219
C6 -2.99 -0.75 -0.35  -0.388
C7 -2.03 -0.13 -1.39  -0.501
C8 -1.58 1.26 -1.14  -0.007
C9 -1.16 2.35 -0.88  -0.264
H1 1.04 2.39 0.90  0.224
H2 2.41 1.93 1.83  0.220
H3 0.82 1.02 1.97  0.211
H4 0.96 0.38 -0.46  0.209
H5 3.93 1.20 0.06  0.200
H6 3.23 0.67 -1.60  0.201
H7 3.30 -1.66 -1.55  0.157
H8 1.02 -2.24 0.11  0.345
H9 -0.79 -1.30 2.14  0.360
H10 -0.53 -0.53 0.78  0.346
H11 -2.60 0.25 1.50  0.166
H12 -3.16 -1.41 1.70  0.198
H13 -3.98 -0.24 -0.37  0.210
H14 -3.21 -1.78 -0.68  0.214
H15 -2.50 -0.17 -2.38  0.244
H16 -1.11 -0.75 -1.49  0.249
H17 -0.80 3.31 -0.59  0.235
N1 2.77 -0.55 0.14  -0.442
N2 1.54 -2.38 -0.78  -0.653
N3 -1.11 -1.26 1.18  -0.840